Density functional theory data (ωB97M-V with the def2-TZVPD basis set) for a cluster of 12 separate species, C47H123N5O15 in total at a distorted geometry.

```
190
Properties=species:S:1:pos:R:3:forces:R:3:mulliken_charge:R:1
C -13.7324 -1.1467 2.1773 0.602 -0.214 0.652 -0.74
O -12.5829 -1.7863 1.6571 -0.460 -0.508 0.103 -0.31
C -11.4957 -0.9050 1.4866 -0.477 -0.090 -0.337 -0.60
C -10.4032 -1.6810 0.8376 0.404 -0.549 -0.525 -0.65
N -10.6998 -2.1299 -0.5353 1.115 0.867 -0.048 -0.36
C -9.5223 -2.8359 -1.0777 -0.197 -0.265 -0.084 -0.61
C -9.7957 -3.3242 -2.5042 -0.605 0.061 0.001 -0.41
O -8.7687 -4.1047 -3.0448 0.903 -0.025 -0.467 -0.32
C -9.0042 -4.5145 -4.3896 0.374 -0.916 0.578 -0.75
H -14.0896 -0.3960 1.4724 -0.143 0.241 0.234 0.29
H -13.4399 -0.7655 3.1556 -0.162 0.857 0.023 0.30
H -14.5252 -1.8445 2.4470 0.137 -0.381 -0.674 0.25
H -11.1093 -0.4754 2.4109 -0.201 -0.152 0.525 0.40
H -11.8217 -0.0607 0.8793 0.092 0.166 -0.340 0.35
H -10.1632 -2.5649 1.4285 -0.132 -0.176 0.550 0.37
H -9.4939 -1.0839 0.9062 0.082 0.182 -0.610 0.43
H -11.4916 -2.7557 -0.4971 -0.058 -0.127 0.026 0.24
H -9.2224 -3.6146 -0.3765 -0.066 -0.766 -0.199 0.35
H -8.6260 -2.2160 -1.0978 -0.250 0.602 -0.087 0.28
H -9.9720 -2.4542 -3.1366 -0.024 0.307 -0.045 0.31
H -10.7068 -3.9202 -2.5578 -0.459 -0.051 0.304 0.29
H -8.1698 -5.1404 -4.7060 0.351 0.286 0.207 0.27
H -9.1088 -3.7233 -5.1321 -0.232 0.344 0.287 0.30
H -9.8298 -5.2254 -4.4231 -0.594 0.310 -0.072 0.32
C 6.7090 -7.7125 -2.4564 1.048 0.580 -0.486 -0.75
O 6.0523 -6.5185 -2.8418 -1.153 0.260 0.406 -0.26
C 6.9352 -5.4917 -3.2716 0.384 0.714 -0.012 -0.65
C 6.2356 -4.0974 -3.4425 -0.805 -2.183 0.214 -0.58
N 5.0373 -4.2816 -4.2391 -0.505 1.577 0.211 -0.36
C 4.1550 -3.1050 -4.1417 -0.535 0.299 -1.119 -0.69
C 2.7901 -3.4666 -4.6261 -0.527 -1.496 -0.201 -0.69
O 2.3055 -4.5045 -3.7469 -1.158 0.195 -0.858 -0.29
C 0.9465 -4.9107 -4.0747 1.184 0.407 1.099 -0.75
H 7.3024 -7.5620 -1.5546 0.006 0.096 0.266 0.29
H 7.4190 -7.9506 -3.2485 0.193 -0.376 -0.127 0.31
H 6.0758 -8.5862 -2.3019 -0.558 0.543 -0.162 0.24
H 7.4079 -5.8585 -4.1827 0.237 0.284 -0.228 0.40
H 7.6798 -5.3075 -2.4972 0.450 -0.278 0.025 0.41
H 6.8148 -3.2946 -3.8988 0.573 -0.406 0.023 0.34
H 5.9954 -3.8010 -2.4215 -0.124 0.320 0.280 0.31
H 4.5195 -5.1090 -3.9793 0.049 -0.029 0.372 0.36
H 4.4709 -2.3042 -4.8102 0.544 -0.026 -0.284 0.35
H 3.9719 -2.5518 -3.2205 0.687 -0.638 0.979 0.34
H 2.8688 -3.8725 -5.6346 0.035 -0.263 -0.268 0.34
H 2.0828 -2.6426 -4.7210 0.004 0.316 0.512 0.52
H 0.2918 -4.0524 -3.9233 -0.197 0.079 -0.356 0.30
H 0.6714 -5.6453 -3.3179 0.059 -0.112 -0.153 0.23
H 0.8514 -5.3464 -5.0693 0.102 0.137 -0.113 0.29
C 5.9749 1.9408 1.0077 -0.072 0.573 -0.852 -0.80
O 4.9028 1.0298 0.8787 -0.413 -0.123 0.590 -0.27
C 4.0786 0.8962 2.0572 -0.012 -0.131 -0.147 -0.57
C 2.7706 0.1545 1.7485 0.206 0.710 0.352 -0.68
N 1.6979 1.0424 1.2512 0.415 -1.045 -0.206 -0.30
C 0.4976 0.2127 1.0511 -0.051 0.448 -0.372 -0.65
C -0.6655 1.0347 0.5188 0.392 0.141 -0.268 -0.62
O -0.4132 1.4598 -0.8186 1.829 0.185 0.899 -0.28
C -1.4745 2.1198 -1.3883 -1.533 -0.200 -0.572 -0.78
H 6.7987 1.6575 1.6629 -0.313 -0.265 0.494 0.30
H 5.6215 2.9515 1.2122 -0.168 0.067 0.674 0.32
H 6.4401 2.0877 0.0330 -0.123 -0.523 -0.269 0.27
H 3.8511 1.8681 2.4952 -0.063 0.308 -0.193 0.28
H 4.6093 0.3470 2.8348 0.300 -0.230 -0.026 0.36
H 2.3539 -0.2948 2.6500 0.352 0.049 0.342 0.47
H 3.0168 -0.6915 1.1068 -0.090 -0.083 -0.459 0.34
H 2.0145 1.3394 0.3393 -0.166 0.400 -0.303 0.21
H 0.2299 -0.2132 2.0181 -0.178 0.065 0.091 0.44
H 0.6932 -0.6281 0.3856 0.017 -0.215 -0.228 0.34
H -0.7447 1.8971 1.1807 -0.319 0.263 -0.002 0.31
H -1.6041 0.4809 0.4980 -0.133 -0.253 0.331 0.43
H -1.9520 2.9351 -0.8448 0.396 0.172 0.754 0.30
H -2.2424 1.3521 -1.4837 -0.644 0.148 -0.572 0.32
H -1.2379 2.5627 -2.3558 0.375 -0.451 -0.059 0.24
C -3.6566 5.9869 -9.9578 0.406 -1.155 -0.033 -1.31
C -3.3967 4.7560 -10.8699 -1.568 0.907 0.922 0.48
C -4.7269 4.0386 -11.1878 0.403 -0.030 0.525 -0.67
O -5.2912 3.3568 -10.0811 0.775 -0.281 0.730 -0.33
C -4.7428 2.0363 -9.8430 -0.745 0.885 -1.004 -0.67
N -2.8812 5.2942 -12.0880 0.942 -0.045 -1.127 -0.74
H -3.8435 5.6165 -8.9499 -0.209 0.335 0.077 0.31
H -4.4872 6.5792 -10.3418 0.004 -0.081 0.078 0.31
H -2.7582 6.6041 -9.9543 -0.008 0.093 0.156 0.38
H -2.7163 4.0659 -10.3709 0.088 -0.209 0.176 0.26
H -4.5364 3.3659 -12.0240 -0.166 -0.338 -0.217 0.35
H -5.4831 4.7645 -11.4869 0.153 0.094 -0.134 0.32
H -5.2744 1.4444 -10.5881 0.249 -0.772 0.233 0.27
H -4.9539 1.7079 -8.8253 -0.186 0.219 -0.138 0.24
H -3.6698 1.9668 -10.0218 0.095 0.190 0.007 0.30
H -2.6292 4.5613 -12.7356 -0.326 -0.374 -0.330 0.24
H -1.9705 5.6831 -11.8897 0.093 0.563 0.079 0.26
C 2.0089 -8.0619 4.3303 -0.768 -0.026 0.994 -1.38
C 2.1854 -8.1114 2.8605 2.552 -0.303 -1.895 0.73
C 1.0107 -7.8337 1.9384 0.201 0.294 0.465 -0.77
O 0.0178 -8.7787 2.2210 0.669 -0.878 0.629 -0.30
C -1.1526 -8.6642 1.4811 0.166 0.199 -0.252 -0.72
N 3.3851 -7.2902 2.5078 -1.113 1.464 0.205 -0.72
H 1.2582 -8.7881 4.6421 0.163 -0.124 0.145 0.31
H 1.6811 -7.0985 4.7210 -0.202 0.288 -0.443 0.33
H 2.9467 -8.2186 4.8632 0.063 -0.455 -0.150 0.38
H 2.5871 -9.0528 2.4856 -0.970 -1.114 0.832 0.17
H 1.3418 -7.9385 0.9052 0.130 0.055 -0.282 0.34
H 0.6555 -6.8121 2.0735 -0.280 0.294 0.057 0.39
H -1.0188 -8.8537 0.4161 0.366 0.186 -0.341 0.27
H -1.4686 -7.6312 1.6262 -0.991 -0.084 -0.167 0.31
H -1.8252 -9.4617 1.7971 -0.253 0.491 0.408 0.23
H 3.5828 -7.3015 1.5174 0.251 -0.179 0.098 0.21
H 4.1771 -7.5595 3.0737 0.023 -0.094 -0.306 0.21
C -8.8988 6.2939 3.5428 -0.785 0.894 -0.191 -1.20
C -9.9274 7.4676 3.5490 -0.529 -0.973 -1.535 0.47
C -11.0862 7.1936 2.5315 0.858 -0.287 0.857 -1.30
O -10.4631 7.6435 4.8362 -0.106 -0.232 0.512 -0.55
H -8.2875 6.3907 4.4400 0.226 -0.251 -0.252 0.32
H -8.3292 6.2765 2.6137 0.414 0.589 0.170 0.36
H -9.3692 5.3128 3.4768 -0.448 0.069 0.649 0.30
H -9.5064 8.4330 3.2680 0.738 -0.138 -0.251 0.23
H -10.6686 6.9130 1.5646 -0.144 0.262 -0.138 0.32
H -11.7490 8.0565 2.4664 0.037 0.031 -0.235 0.39
H -11.6618 6.3457 2.9029 -0.067 -0.038 0.002 0.34
H -11.0981 8.3547 4.7242 -0.192 0.072 0.410 0.31
C 10.6144 -5.0128 5.0146 0.417 1.382 0.573 -1.31
C 10.0822 -5.8910 6.1377 -1.447 -0.855 -1.513 0.59
C 9.0333 -5.2271 7.0391 0.178 0.357 -0.413 -1.26
O 9.3937 -7.0494 5.4809 1.296 0.976 0.957 -0.56
H 11.3420 -4.3639 5.5020 0.189 0.245 0.117 0.36
H 9.9043 -4.2924 4.6087 -0.432 -0.370 -0.094 0.31
H 11.1909 -5.4271 4.1875 -0.409 -0.765 0.222 0.35
H 10.9493 -6.1830 6.7302 -0.104 -0.581 0.031 0.18
H 8.8731 -5.7852 7.9616 0.203 0.068 0.077 0.37
H 8.0652 -5.1723 6.5412 0.097 -0.151 -0.274 0.33
H 9.2993 -4.1914 7.2502 0.195 -0.025 0.347 0.33
H 9.2716 -7.6832 6.1916 -0.188 -0.283 -0.032 0.31
C 2.9683 5.6617 -5.1846 -0.834 -0.837 1.072 -1.25
C 3.0581 6.2110 -3.7628 1.675 1.430 -0.733 0.54
C 4.2285 5.6551 -2.9786 0.708 -0.462 0.610 -1.31
O 3.4076 7.6142 -3.9703 -0.663 -0.229 0.157 -0.56
H 2.7170 4.6107 -5.0414 0.015 -0.268 -0.400 0.36
H 3.9025 5.7204 -5.7431 -0.064 0.273 0.195 0.33
H 2.1323 6.1162 -5.7161 0.228 0.143 -0.101 0.32
H 2.1355 6.1560 -3.1850 -0.223 -0.228 -0.267 0.23
H 5.1703 5.8928 -3.4734 -0.101 -0.140 -0.421 0.33
H 4.2325 4.5915 -2.7403 -0.326 -0.181 -0.346 0.35
H 4.3634 6.1265 -2.0051 -0.464 0.289 0.166 0.35
H 3.4852 8.0103 -3.0993 0.046 0.202 0.076 0.30
C 16.2426 0.7760 -0.0202 -0.742 0.566 0.503 -1.25
C 16.4566 2.2022 0.4376 0.189 -0.165 -0.574 0.45
C 17.7711 2.4002 1.1192 0.975 0.576 0.147 -1.22
O 16.4388 3.0256 -0.7196 -0.242 0.425 -0.278 -0.56
H 17.0064 0.4084 -0.7054 0.179 0.088 0.295 0.32
H 15.2879 0.7598 -0.5459 -0.049 -0.317 0.062 0.30
H 16.1755 0.2214 0.9158 0.048 -0.651 -0.338 0.36
H 15.6421 2.5510 1.0723 -0.220 -0.416 0.292 0.29
H 18.5603 2.2459 0.3833 0.083 -0.383 0.011 0.32
H 17.9634 1.7970 2.0065 -0.180 -0.101 -0.055 0.35
H 17.8953 3.4510 1.3806 -0.130 0.105 0.313 0.31
H 16.1992 3.8949 -0.3902 0.089 0.272 -0.378 0.32
C -4.9762 -8.8052 7.3783 0.181 -0.493 0.543 -1.36
C -4.4057 -7.4460 7.8000 -0.111 -0.520 -1.017 0.57
C -4.7392 -6.3937 6.7540 -0.112 -0.062 0.084 -1.21
O -4.8745 -7.0285 9.0623 -0.602 -0.240 0.560 -0.57
H -6.0468 -8.8245 7.1744 -0.085 0.465 0.091 0.33
H -4.8047 -9.5827 8.1227 0.052 0.136 0.277 0.34
H -4.4931 -9.1892 6.4798 0.157 0.349 -0.127 0.36
H -3.3216 -7.5055 7.8971 0.207 -0.389 -0.347 0.24
H -4.7093 -6.7475 5.7235 0.695 -0.093 0.008 0.33
H -4.0321 -5.5882 6.9522 -0.409 0.475 -0.539 0.32
H -5.7843 -6.0984 6.8479 0.073 0.344 0.463 0.31
H -4.2352 -6.4194 9.4390 -0.043 0.029 0.000 0.33
C 1.4165 4.4644 6.8578 -0.004 0.626 0.323 -1.38
C 1.2660 5.7984 6.0642 -0.048 -0.819 1.197 0.66
C 2.0198 6.9310 6.7035 0.377 0.113 0.547 -1.31
O 1.7929 5.6202 4.8046 0.693 -0.228 -1.840 -0.52
H 2.4509 4.1333 6.9503 0.303 0.400 -0.258 0.37
H 0.9067 3.6205 6.3930 -0.399 0.178 -0.084 0.38
H 1.0818 4.5740 7.8894 -0.330 -0.037 -0.041 0.36
H 0.2175 6.0824 5.9739 -0.358 -0.160 0.186 0.14
H 1.6176 7.1018 7.7021 0.168 0.128 0.100 0.36
H 2.0084 7.8742 6.1572 -0.414 -0.144 -0.216 0.33
H 3.0730 6.6555 6.7577 0.064 -0.083 0.260 0.32
H 1.7313 4.6918 4.5680 -0.052 0.016 -0.194 0.29
C -5.6500 10.0379 -1.9263 0.141 0.175 0.032 -1.17
C -4.6070 10.3809 -0.8475 -0.841 0.217 -0.133 0.52
C -3.3320 9.5367 -0.9317 -0.523 0.910 -0.081 -1.25
O -4.3020 11.7858 -0.9766 0.828 -0.485 0.181 -0.56
H -6.1202 10.9554 -2.2803 -0.105 0.088 0.099 0.37
H -6.4558 9.4171 -1.5347 0.183 -0.314 -0.166 0.30
H -5.1862 9.6132 -2.8166 -0.050 -0.297 0.080 0.29
H -5.0592 10.2362 0.1337 -0.128 -0.069 0.161 0.21
H -3.5645 8.5136 -1.2274 0.015 0.083 -0.058 0.34
H -2.8105 9.5162 0.0253 0.118 0.107 -0.145 0.32
H -2.7412 10.0476 -1.6920 0.391 -0.380 -0.027 0.33
H -5.1324 12.2659 -1.0144 -0.028 -0.035 0.057 0.30
```
Forces are in eV/Å.

## Properties
* molar mass: 998.52 g mol⁻¹
* E_tot: -88887.343 eV
* multiplicity: 1
* energy relative to the best compared isomer or geometry (same formula, charge and spin): 2.357 eV
* SMILES: COC[C@H](C)N.COC[C@H](C)N.COCCNCCOC.COCCNCCOC.COCCNCCOC.CC(C)O.CC(C)O.CC(C)O.CC(C)O.CC(C)O.CC(C)O.CC(C)O
* total charge: 0